No. 1
The following is a quantum chemistry calculation of a cluster of 2 separate species, C3H6Cl2Si in total, from the Open Molecules 2025 dataset.

Geometry as XYZ:
```
12
Properties=species:S:1:pos:R:3:mulliken_charge:R:1
C -0.068 3.143 -1.712 -0.149
C 0.497 2.480 -0.726 -0.119
C 1.606 -0.421 0.993 -0.926
Si 0.375 -0.226 -0.590 0.650
Cl 0.031 4.808 -1.847 -0.181
Cl 1.602 3.267 0.247 -0.210
H -0.874 2.668 -2.375 0.254
H 2.247 -1.362 1.021 0.330
H 2.081 0.528 1.204 0.225
H 0.926 -0.755 1.774 0.291
H 0.777 -0.305 -1.952 -0.080
H -0.789 -0.928 -0.198 -0.086
```

Output
**Largest force on an atom**: 5.0 eV/A
**Total charge**: 0
**Orbital gap**: 8.35 eV
**LUMO**: -0.4 eV



No. 2
The following is a quantum chemistry calculation of a structure of composition C30H37Cl5GeI2N2O5SSi3Sn, from the Open Molecules 2025 dataset.

Geometry as XYZ:
```
87
Properties=species:S:1:pos:R:3:mulliken_charge:R:1
Sn 0.558 0.162 0.240 0.534
I 5.291 -1.186 -1.156 0.620
C 4.743 -0.578 0.703 -0.148
C 5.600 -0.555 1.830 -0.416
C 5.151 -0.192 3.067 -0.143
I 6.497 -0.133 4.635 0.158
C 3.761 0.138 3.279 1.325
C 3.188 0.502 4.512 -0.895
C 1.841 0.764 4.594 -1.281
C 1.048 0.663 3.448 -0.436
N 1.565 0.328 2.282 0.049
C 2.892 0.079 2.185 -0.267
C 3.369 -0.287 0.869 0.192
O 2.548 -0.377 -0.100 -0.224
H 6.641 -0.813 1.695 0.458
H 3.812 0.569 5.393 0.260
H 1.385 1.045 5.533 0.512
H -0.015 0.859 3.475 0.522
Cl 2.200 5.546 -4.454 -0.172
C 1.959 4.511 -3.110 0.373
C 1.648 3.170 -3.310 -0.097
Cl 1.513 2.526 -4.891 -0.165
C 1.451 2.345 -2.209 0.678
Cl 1.122 0.650 -2.467 0.015
C 1.528 2.812 -0.894 -1.453
O 1.313 2.054 0.172 -0.666
C 1.868 4.160 -0.719 0.582
Cl 2.008 4.745 0.894 -0.182
C 2.080 4.998 -1.807 0.170
Cl 2.487 6.640 -1.546 -0.164
C -2.105 -1.609 3.187 -0.990
Si -2.910 -1.612 1.490 0.869
C -4.735 -1.263 1.709 -1.092
C -2.690 -3.249 0.602 -1.148
Ge -2.133 0.206 0.119 0.772
Si -2.788 2.417 0.871 0.630
C -2.564 2.602 2.721 -1.117
C -1.865 3.764 -0.016 -0.551
C -4.608 2.455 0.435 -1.056
Si -2.795 -0.073 -2.206 0.463
C -2.505 1.528 -3.125 -0.731
C -4.628 -0.432 -2.068 -1.084
C -1.981 -1.515 -3.074 -0.930
H -2.453 -2.478 3.752 0.468
H -2.409 -0.720 3.744 0.286
H -1.014 -1.636 3.179 0.177
H -5.199 -2.049 2.309 0.435
H -5.259 -1.224 0.752 0.301
H -4.899 -0.314 2.224 0.249
H -3.270 -4.012 1.127 0.507
H -1.669 -3.621 0.523 0.422
H -3.084 -3.188 -0.414 0.230
H -1.521 2.783 2.987 0.255
H -2.934 1.741 3.282 0.287
H -3.132 3.476 3.050 0.454
H -0.829 3.797 0.308 -0.120
H -2.319 4.727 0.232 0.504
H -1.893 3.650 -1.101 0.236
H -5.163 1.611 0.849 0.275
H -4.757 2.467 -0.646 0.258
H -5.052 3.371 0.834 0.466
H -3.161 2.320 -2.758 0.271
H -2.734 1.377 -4.184 0.455
H -1.477 1.877 -3.060 0.031
H -5.180 0.323 -1.509 0.305
H -4.809 -1.403 -1.603 0.267
H -5.051 -0.474 -3.076 0.451
H -0.987 -1.271 -3.454 0.134
H -2.605 -1.761 -3.938 0.560
H -1.910 -2.420 -2.469 0.334
N 0.757 -2.295 0.966 -0.215
C 1.456 -2.905 -0.152 -0.266
C 2.643 -3.589 0.062 -0.673
C 3.431 -3.941 -1.023 -1.266
C 3.058 -3.569 -2.307 -0.300
C 1.828 -2.964 -2.522 -0.483
C 1.019 -2.639 -1.441 0.997
S 4.249 -3.751 -3.646 1.372
O 3.539 -3.322 -4.826 -0.688
O 4.664 -5.129 -3.586 -0.667
O 5.313 -2.810 -3.238 -0.687
H 1.315 -2.430 1.804 0.334
H -0.140 -2.739 1.135 -0.193
H 2.949 -3.846 1.071 0.509
H 4.354 -4.491 -0.884 0.453
H 1.540 -2.738 -3.541 0.663
H 0.054 -2.161 -1.599 -0.164
```

Output
**Largest force on an atom**: 0.6 eV/A
**Total charge**: +1
**Orbital gap (alpha / beta)**: 6.47 / 4.25 eV
**LUMO (alpha / beta)**: -4.2 / -6.3 eV
**Spin multiplicity**: 2



No. 3
The following is a quantum chemistry calculation of the ion C4H12N3 with charge +2, from the Open Molecules 2025 dataset.

Geometry as XYZ:
```
19
Properties=species:S:1:pos:R:3:mulliken_charge:R:1
C -2.176 1.515 0.160 -1.138
C -1.207 1.029 -0.850 -0.207
C 0.348 1.020 -0.297 -0.617
N 0.449 -0.114 0.525 -0.056
C 1.203 -1.252 0.298 0.749
N 1.940 -1.379 -0.766 -0.308
N 1.224 -2.160 1.251 -0.311
H -2.133 2.568 0.400 0.389
H -3.160 1.394 -0.355 0.341
H -2.406 0.921 1.040 0.422
H -1.136 1.661 -1.732 0.358
H -1.419 0.022 -1.167 0.340
H 0.623 1.890 0.308 0.362
H 1.030 0.927 -1.135 0.317
H -0.168 -0.074 1.335 0.344
H 1.641 -0.950 -1.629 0.243
H 2.715 -2.027 -0.725 0.255
H 1.692 -3.051 1.138 0.267
H 0.942 -1.940 2.202 0.250
```

Output
**Largest force on an atom**: 1.6 eV/A
**Total charge**: +2
**Orbital gap (alpha / beta)**: 12.26 / 6.69 eV
**LUMO (alpha / beta)**: -7.8 / -13.5 eV
**Spin multiplicity**: 2